1.
Formula: C4H6N2
Source: OMol25
Level of theory: wB97M-V/def2-TZVPD

Positions of all 12 atoms, in Å:
C -1.058 0.430 0.826
N -0.654 -0.756 0.790
C -1.568 -0.284 -0.323
H -0.979 1.296 1.471
H -2.576 -0.692 -0.322
H -1.118 -0.162 -1.308
C 1.800 -0.837 -0.969
C 1.483 0.428 -1.041
N 1.179 1.618 -1.093
H 1.450 -1.530 -1.723
H 2.337 -1.211 -0.107
H 0.276 1.795 -0.638

## Properties
Gap between HOMO and LUMO ... 10.269 eV
E_tot ... -7221.55878 eV
Molecular weight ... 82.11 g mol⁻¹
ΔE to the lowest compared entry with this formula, charge and spin ... 4.032 eV
Total charge ... 0
SMILES ... C1=NC1.C=C=N
E_HOMO ... -0.339 hartree


2.
Formula: C4H6N2
Source: OMol25
Level of theory: wB97M-V/def2-TZVPD

Positions of all 12 atoms, in Å:
C -0.153 0.144 -1.196
C -0.856 0.971 -0.599
C 0.888 -0.861 -0.985
C -1.550 1.663 0.305
N 0.428 -1.157 0.348
N 0.887 -0.669 1.472
H 0.719 -1.749 -1.633
H 1.945 -0.539 -0.847
H -1.142 2.451 0.850
H -2.561 1.329 0.431
H -0.414 -1.782 0.395
H 1.966 -0.591 1.365

## Properties
Gap between HOMO and LUMO (spin up / spin down) ... 8.502 / 7.160 eV
E_tot ... -7219.18086 eV
Molecular weight ... 82.11 g mol⁻¹
ΔE to the lowest compared entry with this formula, charge and spin ... 6.410 eV
Total charge ... 0
E_HOMO (spin up / spin down) ... -0.283 / -0.274 hartree


3.
Formula: C4H6N2
Source: OMol25
Level of theory: wB97M-V/def2-TZVPD

Positions of all 12 atoms, in Å:
C 1.088 -1.096 -0.066
N 0.858 0.176 0.458
C 0.210 1.272 -0.409
C -0.450 0.474 0.709
C -1.623 -0.231 0.157
N -2.865 -0.329 -0.143
H 0.400 -1.768 0.793
H 0.515 -0.929 -1.101
H 2.103 -1.389 -0.370
H -0.119 0.801 -1.383
H 0.814 2.017 -0.281
H -0.931 1.001 1.635

## Properties
Gap between HOMO and LUMO ... 10.348 eV
E_tot ... -7220.28089 eV
Molecular weight ... 82.11 g mol⁻¹
ΔE to the lowest compared entry with this formula, charge and spin ... 5.310 eV
Total charge ... 0
SMILES ... CN1C[C@H]1C#N
E_HOMO ... -0.357 hartree


4.
Formula: C4H6N2
Source: OMol25
Level of theory: wB97M-V/def2-TZVPD

Positions of all 12 atoms, in Å:
C 0.077 -0.850 -1.452
N 0.302 -0.139 -0.214
C 0.573 1.125 0.222
C -0.144 1.248 1.390
N -0.818 0.104 1.708
C -0.471 -0.719 0.764
H -0.673 -1.547 -0.879
H -0.637 -0.368 -2.117
H 1.018 -1.024 -2.025
H 1.220 1.810 -0.305
H -0.194 2.090 2.057
H -0.278 -1.768 0.942

## Properties
Gap between HOMO and LUMO ... 9.571 eV
E_tot ... -7223.38887 eV
Molecular weight ... 82.11 g mol⁻¹
ΔE to the lowest compared entry with this formula, charge and spin ... 2.202 eV
Total charge ... 0
SMILES ... Cn1ccnc1
E_HOMO ... -0.319 hartree


5.
Formula: C4H6N2
Source: OMol25
Level of theory: wB97M-V/def2-TZVPD

Positions of all 12 atoms, in Å:
N -2.004 -0.576 -1.789
C -1.267 -0.441 -0.907
C -0.145 -0.255 -0.003
N 0.575 -1.433 0.397
C 0.691 0.961 -0.347
C -0.147 0.952 0.891
H -0.052 -2.066 0.883
H 0.908 -1.920 -0.433
H 0.404 1.591 -1.188
H 1.759 0.825 -0.230
H 0.333 0.820 1.855
H -1.056 1.541 0.871

## Properties
Gap between HOMO and LUMO ... 11.415 eV
E_tot ... -7224.27091 eV
Molecular weight ... 82.11 g mol⁻¹
ΔE to the lowest compared entry with this formula, charge and spin ... 1.320 eV
Total charge ... 0
SMILES ... N#CC1(N)CC1
E_HOMO ... -0.386 hartree


6.
Formula: C4H6N2
Source: OMol25
Level of theory: wB97M-V/def2-TZVPD

Positions of all 12 atoms, in Å:
C 0.203 -1.083 -1.298
C 0.150 -0.151 -0.169
C 0.763 -0.265 1.097
N 0.456 0.706 1.878
N -0.494 1.421 1.209
C -0.631 0.930 -0.054
H 1.078 -0.993 -2.125
H -0.931 -0.930 -1.828
H 0.244 -2.170 -0.951
H 1.521 -0.926 1.431
H -0.905 2.291 1.613
H -1.452 1.170 -0.804

## Properties
Gap between HOMO and LUMO ... 10.083 eV
E_tot ... -7224.00232 eV
Molecular weight ... 82.11 g mol⁻¹
ΔE to the lowest compared entry with this formula, charge and spin ... 1.589 eV
Total charge ... 0
SMILES ... Cc1cn[nH]c1
E_HOMO ... -0.333 hartree


7.
Formula: C4H6N2
Source: OMol25
Level of theory: wB97M-V/def2-TZVPD

Positions of all 12 atoms, in Å:
N 0.098 -0.386 1.908
C 0.078 -0.281 0.523
C 0.230 -1.225 -0.435
N 0.240 -0.690 -1.737
C 0.144 0.590 -1.618
C -0.027 1.003 -0.197
H -0.085 -1.317 2.260
H -0.465 0.296 2.397
H 0.338 -2.292 -0.292
H 0.107 1.275 -2.466
H -1.199 1.158 -0.535
H 0.541 1.869 0.192

## Properties
Gap between HOMO and LUMO ... 8.836 eV
E_tot ... -7224.00947 eV
Molecular weight ... 82.11 g mol⁻¹
ΔE to the lowest compared entry with this formula, charge and spin ... 1.581 eV
Total charge ... 0
SMILES ... NC1=CN=CC1
E_HOMO ... -0.291 hartree


8.
Formula: C4H6N2
Source: OMol25
Level of theory: wB97M-V/def2-TZVPD

Positions of all 12 atoms, in Å:
N 0.907 1.055 -1.051
C -0.073 0.039 -0.989
C 1.821 -0.608 0.645
C -2.198 0.019 0.484
N 1.139 0.445 0.440
C -1.335 0.094 -0.482
H 0.524 1.975 -0.846
H 0.178 -0.821 -1.605
H 1.780 -1.514 0.043
H 2.414 -0.612 1.552
H -1.923 -0.379 1.458
H -3.233 0.306 0.351

## Properties
Gap between HOMO and LUMO (spin up / spin down) ... 8.135 / 8.136 eV
E_tot ... -7219.21230 eV
Molecular weight ... 82.11 g mol⁻¹
ΔE to the lowest compared entry with this formula, charge and spin ... 6.379 eV
Total charge ... 0
E_HOMO (spin up / spin down) ... -0.292 / -0.292 hartree


9.
Formula: C4H6N2
Source: OMol25
Level of theory: wB97M-V/def2-TZVPD

Positions of all 12 atoms, in Å:
C 0.775 1.098 -0.346
N 0.558 0.084 0.734
C -0.845 0.092 0.956
C -1.384 -0.795 0.102
N -0.358 -1.429 -0.644
C 0.743 -1.037 -0.069
H -0.012 0.285 -1.210
H 0.702 2.118 0.132
H 1.785 1.043 -0.771
H -1.286 0.801 1.646
H -2.423 -1.039 -0.078
H 1.745 -1.221 -0.451

## Properties
Gap between HOMO and LUMO ... 10.229 eV
E_tot ... -7221.71936 eV
Molecular weight ... 82.11 g mol⁻¹
ΔE to the lowest compared entry with this formula, charge and spin ... 3.872 eV
Total charge ... 0
E_HOMO ... -0.346 hartree


10.
Formula: C4H6N2
Source: OMol25
Level of theory: wB97M-V/def2-TZVPD

Positions of all 12 atoms, in Å:
C 1.279 1.270 0.078
N 1.133 -0.096 -0.368
C 0.731 -1.143 0.519
C -0.171 -0.701 -0.505
C -1.351 0.017 -0.060
N -2.364 0.498 0.200
H 1.389 2.001 -0.799
H 0.512 1.534 0.784
H 2.277 1.287 0.539
H 0.566 -0.981 1.551
H 1.335 -2.054 0.305
H -0.387 -1.256 -1.395

## Properties
Gap between HOMO and LUMO ... 10.737 eV
E_tot ... -7223.40777 eV
Molecular weight ... 82.11 g mol⁻¹
ΔE to the lowest compared entry with this formula, charge and spin ... 2.183 eV
Total charge ... 0
SMILES ... CN1C[C@H]1C#N
E_HOMO ... -0.360 hartree


11.
Formula: C4H6N2
Source: OMol25
Level of theory: wB97M-V/def2-TZVPD

Positions of all 12 atoms, in Å:
H -1.029 3.783 -0.041
N -0.788 2.829 -0.291
C -0.205 2.252 0.679
N 0.379 1.028 0.453
C 0.061 0.035 -0.173
C -0.057 -1.116 -0.780
C 0.404 -2.358 -0.058
H 0.021 2.678 1.659
H -0.392 -1.117 -1.811
H 0.346 -3.219 -0.723
H -0.190 -2.559 0.835
H 1.449 -2.236 0.250

## Properties
Gap between HOMO and LUMO ... 9.255 eV
E_tot ... -7223.17556 eV
Molecular weight ... 82.11 g mol⁻¹
ΔE to the lowest compared entry with this formula, charge and spin ... 2.415 eV
Total charge ... 0
SMILES ... [H]/N=C/N=C=CC
E_HOMO ... -0.306 hartree


12.
Formula: C4H6N2
Source: OMol25
Level of theory: wB97M-V/def2-TZVPD

Positions of all 12 atoms, in Å:
C -0.955 0.777 -0.029
C 0.271 1.259 -0.028
N 1.335 0.383 0.144
C 1.142 -0.972 -0.044
N 0.015 -1.525 -0.124
C -1.208 -0.668 0.152
H -1.807 1.415 -0.459
H 0.517 2.305 -0.241
H 2.335 0.610 0.321
H 1.992 -1.642 -0.334
H -2.025 -0.990 -0.558
H -1.612 -0.953 1.197

## Properties
Gap between HOMO and LUMO ... 8.993 eV
E_tot ... -7224.20684 eV
Molecular weight ... 82.11 g mol⁻¹
ΔE to the lowest compared entry with this formula, charge and spin ... 1.384 eV
Total charge ... 0
SMILES ... C1=CNC=NC1
E_HOMO ... -0.298 hartree